DFT (ωB97M-V with the def2-TZVPD basis set) results for a structure of composition C31H48N4PbS6Si.

Each line ends with the Mulliken charge.
Geometry (Å):
Pb 0.27819 0.59499 0.23332  0.38
C 0.92700 2.26174 -1.76160  -1.37
C 2.19941 1.72989 -1.43489  0.54
C 2.48558 2.15947 -0.08867  0.02
C 1.38270 2.96458 0.33403  -0.03
C 0.41847 3.04496 -0.69755  0.07
C -0.74288 4.00393 -0.81342  2.08
C -1.94292 3.34123 -1.50103  -1.53
C -0.28119 5.20434 -1.65562  -1.76
C -1.18399 4.50103 0.56575  -1.91
C 3.72350 1.99000 0.79708  2.67
C 3.61816 2.82542 2.07765  -1.86
C 5.00687 2.48557 0.11236  -2.02
C 3.86639 0.52125 1.23928  -1.55
C 3.05401 1.13180 -2.55386  2.06
C 3.87933 2.27462 -3.17512  -1.83
C 2.14762 0.57176 -3.66854  -1.91
C 3.97724 -0.02532 -2.15105  -1.71
H 0.45553 2.21371 -2.73041  0.51
H 1.34861 3.53276 1.24946  0.67
H -1.69293 3.00257 -2.50894  0.20
H -2.76683 4.05375 -1.57925  0.59
H -2.28657 2.48036 -0.92096  0.14
H 0.01209 4.88942 -2.65855  0.29
H 0.57955 5.68374 -1.18695  0.36
H -1.08515 5.93883 -1.74523  0.45
H -1.45502 3.66468 1.21484  0.29
H -2.05593 5.15036 0.46852  0.46
H -0.38946 5.07204 1.04848  0.36
H 3.60566 3.89446 1.85668  0.33
H 4.48429 2.62213 2.70904  0.62
H 2.73463 2.57596 2.65049  -0.31
H 4.87951 3.52187 -0.20592  0.34
H 5.30607 1.89237 -0.74733  0.33
H 5.82772 2.45648 0.83173  0.51
H 3.05293 0.27017 1.92813  0.19
H 4.81218 0.36118 1.76259  0.50
H 3.81415 -0.16378 0.39504  0.09
H 3.20983 3.03112 -3.58695  0.33
H 4.51588 1.89170 -3.97726  0.46
H 4.51163 2.75976 -2.43506  0.26
H 1.70555 1.37474 -4.25997  0.42
H 1.34460 -0.03868 -3.25204  0.27
H 2.73766 -0.04521 -4.34861  0.47
H 4.71918 0.25399 -1.40900  0.29
H 4.51538 -0.37832 -3.03292  0.63
H 3.39310 -0.86301 -1.76313  -0.09
N -1.93277 -3.17531 2.32940  -0.27
C -1.45918 -2.29665 1.42982  0.05
S 0.36689 -2.18538 1.39730  0.02
N -2.28383 -1.78533 0.59201  -1.01
N -1.83971 -0.98972 -0.42004  1.09
C -2.77241 -0.67874 -1.23677  -1.26
C -2.56816 0.02817 -2.49738  1.01
C -3.68142 0.60358 -3.11479  -1.02
C -3.52844 1.19798 -4.35258  -0.46
C -2.27536 1.17862 -4.94513  -0.95
C -1.22616 0.59091 -4.25224  -0.01
N -1.35378 0.03316 -3.05482  0.31
H -1.41688 -3.24173 3.19153  0.24
H -2.93847 -3.18581 2.42328  0.26
H -3.78777 -1.00922 -1.01702  0.37
H -4.63942 0.57766 -2.61254  0.45
H -4.37264 1.65422 -4.85220  0.43
H -2.11653 1.61211 -5.92262  0.45
H -0.23360 0.55480 -4.68696  0.42
C -0.78242 -4.88859 -0.14760  -1.09
Si 0.63648 -3.66014 -0.24138  0.24
C 0.74614 -2.70278 -1.84914  -0.07
C 2.25925 -4.50394 0.19379  -1.11
H -0.64004 -5.69126 -0.87469  0.41
H -1.73750 -4.40544 -0.35611  0.32
H -0.84134 -5.33236 0.84554  0.30
H 1.09093 -3.33677 -2.66984  0.62
H 1.45292 -1.87711 -1.74760  -0.58
H -0.21164 -2.27266 -2.14073  0.00
H 2.53463 -5.21205 -0.59110  0.37
H 2.17506 -5.06065 1.12804  0.29
H 3.07764 -3.79058 0.30734  0.33
C 1.07327 -2.77804 5.56853  -0.88
S -0.39956 -1.69832 5.51798  -0.09
C 0.32963 -0.18017 5.03798  0.46
C -0.05438 0.65817 4.03966  -0.27
S -1.22535 0.48493 2.77362  -0.23
S 0.73823 2.23031 4.10754  -0.05
C 1.85358 1.93107 5.40083  0.11
S 3.02133 2.97493 5.86717  -0.23
S 1.58039 0.39406 6.14170  -0.19
H 0.71378 -3.77895 5.80228  0.32
H 1.75248 -2.43876 6.34575  0.40
H 1.56159 -2.76960 4.59650  0.21

Properties
HOMO (eV): -7.0
HOMO-LUMO gap (eV): 6.3791
Relative energy (zero: lowest compared OMol25 entry of this formula, charge and spin) (kcal per mole): 0.0